No. 1
18
Properties=species:S:1:pos:R:3:lowdin_spin:R:1 method="wB97M-V/def2-TZVPD" relative_energy_kj_mol=265.9 homo_ev="-21.396 / -21.123" total_charge=+2 lumo_ev="-8.4 / -13.9" molar_mass_g_mol=103.145 gap_ha="0.477 / 0.267" spin_multiplicity=2
O -1.503 -0.697 0.034 0.3171
C -0.618 -0.175 0.599 0.0294
N -0.486 -0.196 1.885 0.5115
C 0.659 0.134 2.889 0.0719
C 0.628 0.018 -0.400 -0.0100
N -0.002 0.129 -1.818 0.0007
C 0.890 0.696 -2.855 0.0001
H -1.266 -0.504 2.338 0.0098
H 0.941 -0.984 3.268 0.0488
H 1.521 0.541 2.365 0.0004
H 0.470 0.850 3.743 0.0238
H 1.254 0.919 -0.332 -0.0008
H 1.088 -0.948 -0.506 -0.0027
H -0.986 0.487 -1.708 0.0000
H -0.199 -0.782 -1.984 -0.0001
H 0.246 1.051 -3.655 0.0001
H 1.531 -0.038 -3.307 0.0001
H 1.496 1.416 -2.361 0.0000

No. 2
19
Properties=species:S:1:pos:R:3:nbo_charge:R:1 method="wB97M-V/def2-TZVPD" relative_energy_kj_mol=217.0 homo_ev=-2.758 total_charge=-1 lumo_ev=3.8 molar_mass_g_mol=119.144 gap_ha=0.242
C 1.721 1.040 1.044 -0.4406
N 1.275 -0.344 1.231 -0.7119
C 1.568 -1.168 -0.045 0.1562
O 2.715 -0.967 -0.638 -0.9231
H 2.619 1.038 0.413 0.2073
H 1.930 1.534 1.995 0.1630
H 0.941 1.602 0.524 0.1751
H 1.866 -0.776 1.927 0.3258
H 0.668 -0.925 -0.689 0.0170
H 1.371 -2.207 0.322 0.0568
C -2.048 -0.650 0.558 -0.7446
C -1.879 0.469 -0.448 0.6986
N -1.720 0.095 -1.758 -0.8384
O -1.949 1.634 -0.111 -0.6330
H -2.480 -1.532 0.083 0.1998
H -2.734 -0.242 1.299 0.2217
H -1.076 -0.880 1.017 0.2957
H -1.465 0.857 -2.363 0.3821
H -1.160 -0.712 -1.907 0.3926